C12H33ClIN2OP2Yb | ωB97M-V/def2-TZVPD

The geometry in XYZ format:
```
53
Properties=species:S:1:pos:R:3
C -0.9725 0.0358 -4.2303
I -2.7514 0.5246 -2.9112
H 0.0281 0.1618 -3.7867
H -1.1042 0.7343 -5.0585
H -1.1434 -0.9835 -4.5749
Yb -0.3061 -0.0518 -1.4800
P -0.0031 2.8547 -1.3519
C -1.3412 4.1058 -1.2821
C 1.1279 3.5424 -0.0865
H 1.2383 4.6223 -0.2467
H 1.0875 4.4956 -2.7681
H 2.1048 3.0477 -0.1642
H 1.7969 2.8434 -2.9699
H -1.8315 4.0537 -0.2990
H 0.7165 3.3534 0.9138
C 0.8701 3.4237 -2.8647
H -0.9144 5.1077 -1.4366
H 0.2383 3.2398 -3.7441
H -2.0850 3.8798 -2.0587
P -0.0398 -2.9768 -1.0279
C -1.3279 -4.2340 -0.6870
C 0.8700 -3.7920 -2.4007
H 2.0582 -2.8190 0.1922
H 1.3284 -4.4555 0.3544
H 0.6843 -3.0741 1.3026
C 1.1239 -3.3762 0.3426
H 1.7661 -3.1957 -2.6184
H 1.1413 -4.8182 -2.1213
H -0.8959 -5.2434 -0.6663
H -2.0932 -4.1703 -1.4720
H 0.2317 -3.8006 -3.2939
H -1.8002 -4.0107 0.2796
Cl 2.1064 -0.2420 -2.1423
C -2.4507 -0.0509 1.7026
N -1.2843 0.0101 2.5700
C -1.5283 0.1806 3.9949
C -0.0840 0.0557 1.9451
O -0.0839 0.0869 0.6640
N 1.1049 0.0518 2.5748
C 1.3178 -0.0979 4.0051
C 2.2792 0.1946 1.7271
H -3.3353 -0.0785 2.3435
H -2.4275 -0.9564 1.0757
H -2.5051 0.8272 1.0395
H -1.2966 -0.7364 4.5598
H -0.9561 1.0265 4.4008
H -2.5952 0.4011 4.1101
H 2.3946 -0.1828 4.1625
H 0.9608 0.7808 4.5577
H 0.8333 -1.0045 4.3926
H 2.3277 -0.5959 0.9664
H 2.2584 1.1576 1.1987
H 3.1616 0.1476 2.3679
```

Summary:
total charge	+2
molar mass	618.8	u
spin multiplicity	2
Kohn-Sham gap (alpha / beta)	8.03 / 7.62	eV

---

C11H8AlBrCl17NOPS | ωB97M-V/def2-TZVPD

The geometry in XYZ format:
```
42
Properties=species:S:1:pos:R:3
O -0.5310 -3.3623 1.5565
C -1.5301 -2.6386 0.9776
Cl -1.5886 -2.5466 -0.8730
C -2.6077 -1.9556 2.0094
Al -2.6290 0.0974 2.0085
Br -2.8583 1.0087 4.2399
P -4.5358 0.7484 0.7662
S -4.2331 0.0176 -1.0493
C -1.0235 0.9466 0.9778
C 0.4260 0.2244 0.8267
C 1.7342 0.8107 -0.0109
C 1.3904 2.3112 -0.6677
C -0.1051 2.8802 -0.3655
N -1.2593 2.2854 0.3662
H -2.4097 -2.3734 3.1022
H -3.6986 -2.3519 1.7289
H -4.4418 2.2112 0.6954
H -5.7677 0.2910 1.3553
H 0.5596 -0.8275 1.3661
H 2.7699 0.2755 -0.1041
H 2.1955 2.9070 -1.3007
H -0.3110 3.9685 -0.8169
C -1.4677 -4.3594 -4.7203
Cl -2.1097 -4.3828 -6.3822
Cl 0.3133 -4.3616 -4.7715
Cl -2.0361 -2.8920 -3.8846
Cl -2.0384 -5.8013 -3.8428
C -7.4677 3.5072 -0.3203
Cl -8.6368 3.2671 1.0027
Cl -6.0238 2.5056 -0.0260
Cl -8.2149 3.0324 -1.8665
Cl -6.9954 5.2238 -0.3913
C 5.2632 -1.9680 -0.1518
Cl 5.3722 -2.6969 -1.7741
Cl 6.6053 -0.8181 0.0740
Cl 3.7109 -1.1085 0.0099
Cl 5.3644 -3.2488 1.0827
C 9.7632 1.8346 1.8346
Cl 8.6750 2.8885 2.7727
Cl 10.7486 2.8291 0.7325
Cl 10.8326 0.9442 2.9474
Cl 8.7967 0.6768 0.8860
```

Summary:
total charge	-1
molar mass	942.8	u
Kohn-Sham gap	6.05	eV

---

C3H5FOS | ωB97M-V/def2-TZVPD

The geometry in XYZ format:
```
11
Properties=species:S:1:pos:R:3
C 2.0569 0.3846 -0.3535
C 0.8807 -0.1753 0.3952
C -0.4109 0.4593 0.0294
H 1.9496 0.3711 -1.4367
H 3.0503 -0.1206 -0.2624
H 2.1320 1.4521 -0.2470
H 0.9181 -0.2720 1.5041
H 0.5208 2.0933 0.2648
O -0.4277 1.7678 0.1632
F 0.9564 -1.6126 0.1087
S -1.8073 -0.4478 -0.1583
```

Summary:
total charge	0
molar mass	108.1	u
SMILES string	C[C@H](F)C(O)=S
Kohn-Sham gap	8.82	eV

---

C43H39ClN5O2RbSSeSi | ωB97M-V/def2-TZVPD

The geometry in XYZ format:
```
94
Properties=species:S:1:pos:R:3
Rb 0.5350 -0.3369 0.2018
Cl 2.0171 2.1359 7.6349
C 1.7464 1.3269 6.1109
C 0.9122 0.2016 6.0785
C 0.7254 -0.4530 4.9008
C 1.3375 -0.0418 3.6593
O 1.1695 -0.6948 2.6131
C 2.1496 1.1563 3.7447
C 2.7451 1.7345 2.5820
O 2.5777 1.4132 1.4177
C 2.3446 1.7957 4.9755
H 0.4255 -0.1257 6.9889
H 0.0873 -1.3241 4.8543
H 3.4338 2.5830 2.8146
H 2.9576 2.6867 5.0081
C -2.0259 2.4723 1.7584
C -0.5461 2.8632 1.8240
C -0.3328 4.2662 1.3264
C -0.6245 5.3168 2.1849
C -0.4616 6.6390 1.8152
C 0.0114 6.9277 0.5445
C 0.3209 5.9112 -0.3350
C 0.8438 6.1952 -1.7149
C -0.2448 6.0164 -2.7744
C 0.1487 4.5574 0.0337
N 0.6091 3.6561 -0.8786
C 0.0556 2.5590 -1.2474
C 0.6298 1.7419 -2.2453
C 1.7383 2.0187 -3.0679
C 1.8766 0.9286 -3.9126
C 0.8555 0.0438 -3.5656
N 0.1026 0.5269 -2.5832
H -2.1654 1.4636 2.1450
H -2.3963 2.5066 0.7359
H -2.6263 3.1655 2.3481
H 0.0523 2.1607 1.2390
H -0.2149 2.8011 2.8678
H -0.9843 5.0836 3.1798
H -0.6837 7.4362 2.5135
H 0.1632 7.9580 0.2434
H 1.6398 5.4760 -1.9193
H 1.2461 7.2116 -1.7601
H -0.5860 4.9850 -2.7682
H 0.1380 6.2417 -3.7692
H -1.0953 6.6676 -2.5728
H -0.9361 2.2393 -0.8918
H 2.3166 2.9252 -3.0569
H 2.6215 0.7826 -4.6769
H 0.6300 -0.9200 -4.0075
S 5.3406 -0.2089 0.8805
C 4.9871 1.0086 -0.2846
C 3.9487 0.6217 -1.0666
N 3.4436 -0.6019 -0.7799
C 4.0462 -1.1510 0.2049
H 5.5465 1.9228 -0.2990
H 3.4893 1.1965 -1.8525
H 3.8158 -2.1200 0.6027
C 2.5526 -5.6737 1.7241
C 3.1319 -5.1384 0.5841
C 2.3665 -4.4100 -0.3080
C 1.0088 -4.2037 -0.1033
C 0.4561 -4.7073 1.0693
C 1.2088 -5.4405 1.9689
Si -0.0442 -3.2836 -1.3973
C -1.0352 -4.6997 -2.1814
C -1.5552 -4.4795 -3.4554
C -2.4174 -5.3815 -4.0462
C -2.7846 -6.5341 -3.3694
C -2.2482 -6.7908 -2.1159
C -1.3841 -5.8840 -1.5333
H 3.1428 -6.2565 2.4221
H 4.1849 -5.3082 0.3890
H 2.8235 -4.0020 -1.1981
H -0.5906 -4.5268 1.2769
H 0.7509 -5.8400 2.8668
H 0.9803 -3.0671 -2.4822
H -1.2752 -3.5729 -3.9801
H -2.8093 -5.1848 -5.0374
H -3.4834 -7.2302 -3.8184
H -2.5098 -7.7039 -1.5932
H -0.9603 -6.0985 -0.5623
Se -1.5131 -1.4183 -2.2611
N -2.1899 -0.7364 -0.7858
C -3.5110 -1.0388 -0.7698
C -4.4019 -0.7251 0.2570
C -5.7340 -1.0782 0.1380
C -6.2058 -1.7289 -0.9954
C -5.3430 -2.0653 -2.0244
C -3.9959 -1.7412 -1.9206
N -3.0533 -1.9923 -2.8658
H -4.0445 -0.2052 1.1396
H -6.4175 -0.8445 0.9467
H -7.2574 -1.9788 -1.0755
H -5.6983 -2.5774 -2.9085
```

Summary:
total charge	-2
molar mass	917.9	u
Kohn-Sham gap	4.72	eV

---

C7H7INO3S | ωB97M-V/def2-TZVPD

The geometry in XYZ format:
```
20
Properties=species:S:1:pos:R:3
C -1.9662 0.3406 -1.3403
C 2.6098 -2.4863 0.7913
C -2.5298 -0.4788 -0.1794
C 0.9708 1.6006 0.2287
C 0.5958 0.7412 -1.0155
C -1.1332 -0.6475 0.2519
C 0.9368 0.5937 1.3814
N -0.6486 0.0431 -0.9507
O 2.9041 -2.1166 -0.2445
O -2.3466 0.7304 -2.4224
O 2.3162 -3.0004 1.7648
S -0.8548 0.3775 1.7486
I 1.9647 1.6181 3.0061
H -3.2726 0.1029 0.3984
H -3.0799 -1.4350 -0.7092
H 1.8766 2.0664 -0.1143
H 0.3045 2.4290 0.1413
H 0.5167 1.1327 -1.9789
H 1.4172 -0.0913 -1.1798
H -0.5816 -1.5201 0.4224
```

Summary:
total charge	-1
molar mass	312.1	u
Kohn-Sham gap	5.97	eV